Entry 1:
{
  "formula": "C4H9NO2",
  "method": "ωB97M-V with the def2-TZVPD basis set",
  "symbols": ["C", "N", "C", "C", "C", "O", "O", "H", "H", "H", "H", "H", "H", "H", "H", "H"],
  "xyz": [[0.2028, -1.3188, -1.4792], [1.0507, -0.4162, -0.7353], [-0.5625, -0.5251, 1.2388], [0.4686, 0.2569, 0.4098], [-0.2039, 1.5476, -0.0067], [-0.1481, 2.4407, 1.0209], [-0.7467, 1.8124, -1.0389], [0.7385, -1.6986, -2.3379], [-0.6301, -0.7489, -1.8942], [-0.2571, -2.1146, -0.8820], [1.9440, -0.8305, -0.4969], [-0.1974, -1.5034, 1.5659], [-0.7846, 0.0325, 2.1445], [-1.4793, -0.6797, 0.6886], [1.2927, 0.5418, 1.0711], [-0.6876, 3.2039, 0.7317]],
  "forces_ev_per_angstrom": [[-0.7, 0.5, -0.1], [0.4, 0.0, 0.1], [0.3, -0.2, 0.4], [0.2, -0.3, 0.0], [0.2, 0.5, 0.5], [-0.4, 0.3, -0.3], [-0.1, -0.2, -0.2], [0.2, -0.3, 0.0], [0.0, 0.1, 0.0], [0.3, -0.3, -0.1], [-0.3, 0.0, 0.0], [0.2, 0.1, -0.2], [-0.1, 0.1, 0.0], [-0.3, 0.0, -0.2], [-0.1, 0.0, -0.1], [0.3, -0.3, 0.2]],
  "nbo_charge": [-0.422, -0.619, -0.629, -0.152, 0.790, -0.698, -0.585, 0.208, 0.208, 0.164, 0.365, 0.216, 0.227, 0.215, 0.221, 0.493],
  "homo_lumo_gap_ev": 9.724,
  "smiles": "CN[C@H](C)C(=O)O",
  "relative_energy_kj_mol": 86.7
}

***

Entry 2:
{
  "formula": "C24H20N4O8",
  "method": "ωB97M-V with the def2-TZVPD basis set",
  "symbols": ["C", "C", "C", "C", "C", "C", "N", "O", "O", "H", "H", "H", "H", "H", "C", "C", "C", "C", "C", "C", "N", "O", "O", "H", "H", "H", "H", "H", "C", "C", "C", "C", "C", "C", "N", "O", "O", "H", "H", "H", "H", "H", "C", "C", "C", "C", "C", "C", "N", "O", "O", "H", "H", "H", "H", "H"],
  "xyz": [[-5.9795, -14.3004, -13.6035], [-6.9321, -15.0370, -14.3410], [-8.2803, -14.7195, -14.1654], [-8.7154, -13.7481, -13.2149], [-7.7581, -13.0597, -12.4528], [-6.3148, -13.2576, -12.7130], [-10.0941, -13.5653, -12.9967], [-10.3924, -12.7362, -12.1470], [-10.8753, -14.2307, -13.6224], [-4.9258, -14.3853, -13.8248], [-6.6671, -15.8645, -14.9824], [-8.9568, -15.3287, -14.7464], [-8.0817, -12.3877, -11.6717], [-5.5691, -12.6756, -12.1918], [-2.1484, -13.9199, -11.6789], [-1.5466, -12.6751, -11.8793], [-1.2776, -12.1995, -13.1468], [-1.6824, -12.9626, -14.2498], [-2.2747, -14.3045, -14.0470], [-2.5010, -14.7594, -12.7346], [-1.5041, -12.4600, -15.6614], [-1.9738, -13.1204, -16.5773], [-0.9903, -11.3619, -15.8659], [-2.2785, -14.2830, -10.6701], [-1.2006, -12.1628, -10.9938], [-0.7553, -11.2663, -13.2974], [-2.5522, -14.9842, -14.8391], [-2.8292, -15.7684, -12.5329], [-6.4577, -10.6839, -9.9893], [-7.6134, -9.9366, -10.2886], [-8.8932, -10.3761, -9.9337], [-9.0596, -11.5991, -9.1929], [-7.9227, -12.3599, -8.8992], [-6.6092, -11.9182, -9.3003], [-10.4279, -12.1543, -8.8720], [-11.3635, -11.3419, -8.8088], [-10.5298, -13.3316, -8.5519], [-5.4846, -10.3455, -10.3135], [-7.5133, -8.9830, -10.7857], [-9.7195, -9.7587, -10.2535], [-8.0179, -13.2818, -8.3448], [-5.7589, -12.4709, -8.9290], [-12.1077, -11.3102, -15.0013], [-13.1861, -10.4916, -15.4442], [-13.0478, -9.5886, -16.4941], [-11.7575, -9.4341, -17.1352], [-10.6777, -10.2554, -16.6762], [-10.8422, -11.1969, -15.6366], [-11.4756, -8.3164, -18.0264], [-12.3210, -7.3647, -18.0607], [-10.3407, -8.2398, -18.5446], [-12.1831, -12.0665, -14.2341], [-14.1750, -10.7456, -15.0922], [-13.8975, -8.9646, -16.7287], [-9.6557, -10.1427, -17.0066], [-9.9933, -11.7659, -15.2873]],
  "forces_ev_per_angstrom": [[0.1, 1.4, -0.1], [-0.6, 1.2, 1.4], [0.4, -0.3, 0.3], [3.7, -1.1, -0.9], [2.0, -0.4, -0.8], [-3.5, -1.4, -0.5], [-0.6, 0.9, 1.3], [-0.5, 0.0, -0.2], [-0.7, -0.4, -0.5], [0.1, -0.5, 0.1], [0.2, 0.2, -0.1], [-0.5, 0.3, 0.2], [0.0, 0.1, -0.2], [-0.1, 0.0, 0.0], [0.2, 0.1, -0.1], [-0.1, -1.0, 0.5], [-0.3, -0.3, -1.3], [-0.9, -2.4, 0.5], [0.7, 1.9, 0.6], [1.0, 1.2, -0.8], [-0.4, 0.8, -0.8], [0.2, -0.3, 1.0], [-0.1, -1.0, 1.2], [0.0, 0.1, 0.1], [0.0, 0.3, -0.1], [-0.1, 0.1, -0.1], [0.2, 0.4, -0.5], [-0.3, 0.0, -0.2], [-1.2, -1.4, 0.6], [0.1, -0.7, 0.5], [0.1, -1.0, 0.7], [0.9, 0.6, -1.6], [0.9, 0.8, -0.4], [-1.8, 1.2, 0.3], [-0.8, 0.9, 1.2], [1.5, -1.0, -0.6], [0.5, 1.0, -0.7], [0.1, 0.1, 0.1], [-0.1, 0.0, -0.2], [-0.3, -0.2, 0.3], [-0.1, -0.1, 0.0], [0.1, -0.1, -0.3], [0.9, 0.7, -1.5], [1.0, -1.5, -0.4], [1.8, 0.3, -0.3], [-0.4, -1.6, 2.2], [-0.7, 0.2, 0.3], [-1.9, 1.2, -0.1], [0.4, 3.0, -0.2], [1.9, -2.8, -0.2], [-2.4, -0.5, 0.7], [-0.5, 0.1, 0.2], [-0.1, 0.5, 0.3], [0.2, 0.1, -0.4], [-0.2, 0.3, -0.6], [0.0, -0.1, -0.1]],
  "nbo_charge": [-0.179, -0.224, -0.174, 0.041, -0.162, -0.211, 0.508, -0.396, -0.364, 0.218, 0.229, 0.241, 0.244, 0.228, -0.175, -0.216, -0.195, 0.040, -0.185, -0.226, 0.517, -0.365, -0.370, 0.219, 0.226, 0.254, 0.248, 0.231, -0.193, -0.218, -0.182, 0.039, -0.197, -0.217, 0.520, -0.365, -0.358, 0.223, 0.228, 0.251, 0.248, 0.224, -0.156, -0.225, -0.169, 0.025, -0.172, -0.220, 0.493, -0.382, -0.364, 0.236, 0.225, 0.246, 0.242, 0.215],
  "homo_lumo_gap_ev": 8.863,
  "smiles": "O=[N+]([O-])c1ccccc1.O=[N+]([O-])c1ccccc1.O=[N+]([O-])c1ccccc1.O=[N+]([O-])c1ccccc1",
  "relative_energy_kj_mol": 934.3
}

***

Entry 3:
{
  "formula": "C6H10FN",
  "method": "ωB97M-V with the def2-TZVPD basis set",
  "symbols": ["C", "C", "C", "C", "C", "C", "H", "H", "H", "H", "H", "H", "H", "H", "H", "H", "N", "F"],
  "xyz": [[0.8017, 1.8431, 0.5226], [0.3382, 0.7649, -0.5265], [0.7894, -1.4895, -0.2278], [-0.7556, -1.3202, -0.1335], [-1.3019, -0.5146, 1.0958], [-1.0472, 0.1933, -0.2734], [0.4358, 1.4442, 1.6736], [2.1009, 1.6812, 0.3727], [0.4804, 3.0223, 0.3302], [0.0604, 1.1600, -1.5645], [1.2214, -0.2653, -1.8978], [1.0665, -2.3024, -1.0337], [1.2749, -1.7419, 0.7274], [-1.6374, -1.9101, -0.6250], [-2.3281, -0.9701, 1.4146], [-0.6500, -0.1424, 1.9714], [1.1906, -0.3317, -0.7706], [-2.0400, 0.8791, -1.0555]],
  "forces_ev_per_angstrom": [[2.4, -0.2, 0.9], [-2.8, 3.1, -0.5], [-1.9, -5.1, -1.5], [-2.8, 0.6, 0.0], [-0.8, 0.0, -0.3], [-0.5, -1.4, 1.6], [1.3, 1.5, -3.3], [-3.9, 1.0, 1.0], [0.8, -3.5, 0.5], [1.0, 0.7, 1.5], [0.4, -1.4, 3.7], [-0.6, 1.0, 2.0], [-0.3, 0.0, -0.1], [2.2, 0.3, 1.1], [1.8, 1.6, -0.6], [-1.0, -1.1, -1.6], [3.7, 4.4, -5.6], [1.0, -1.6, 1.2]],
  "nbo_charge": [-0.643, -0.124, -0.216, -0.279, -0.469, 0.327, 0.209, 0.230, 0.244, 0.223, 0.375, 0.211, 0.197, 0.242, 0.245, 0.222, -0.630, -0.362],
  "homo_lumo_gap_ev": 9.863,
  "smiles": "C[C@H]1NC[C@H]2C[C@]21F",
  "relative_energy_kj_mol": 392.7
}

***

Sequential LUMO energy output: 0.83; -1.04; 0.79 eV
Sequential strongest force on any atom output: 0.87; 4.00; 8.03 eV/A